C24H36CaGeNO4S | ωB97M-V/def2-TZVPD

Computed properties:
Energy, hartree: -4444.4674
Total charge: +1
HOMO-LUMO gap, eV: 9.09
Highest occupied orbital energy, eV: -11.79

Last column: Löwdin charge in e.
Positions of all 68 atoms, in Å:
1 Ca 1.14205 -1.42478 1.19163  1.45
2 C 2.56173 -1.36851 -2.50338  -0.02
3 C 3.04286 -1.39046 -1.08427  -0.29
4 C 3.24241 -2.60410 -0.41997  -0.06
5 C 3.69222 -2.63693 0.89275  -0.10
6 C 3.92161 -1.44632 1.59096  -0.12
7 C 3.72162 -0.23125 0.94397  -0.12
8 C 3.29728 -0.21109 -0.38553  -0.08
9 H 3.34195 -1.73572 -3.17240  0.10
10 H 2.29795 -0.36065 -2.82154  0.07
11 H 1.69023 -2.01201 -2.62865  0.09
12 H 3.02064 -3.53406 -0.92896  0.14
13 H 3.80954 -3.58772 1.39687  0.13
14 H 4.22648 -1.47116 2.63004  0.12
15 H 3.87078 0.69815 1.47966  0.12
16 H 3.14457 0.74277 -0.87241  0.10
17 C -5.57687 -6.41421 -0.45772  -0.04
18 C -4.34319 -5.61630 -0.16052  -0.25
19 C -3.85211 -4.68438 -1.06664  -0.02
20 C -2.70156 -3.95661 -0.79623  -0.04
21 C -2.04395 -4.17026 0.40048  -0.31
22 C -2.51538 -5.09328 1.33331  -0.04
23 C -3.65847 -5.80897 1.04313  -0.02
24 S -0.61338 -3.26899 0.81908  0.53
25 O -0.24791 -2.41703 -0.35524  -0.44
26 O 0.51825 -4.10310 1.19440  -0.33
27 N -0.85192 -2.31192 2.05500  -0.32
28 C -1.88386 -1.30528 1.87012  -0.19
29 C -1.52500 0.05335 1.26349  -0.51
30 O -2.33904 0.81325 0.83541  0.11
31 O -0.18018 0.42213 1.28828  -0.36
32 H -6.04958 -6.09126 -1.38283  0.08
33 H -6.30257 -6.31954 0.35049  0.09
34 H -5.33252 -7.47303 -0.55414  0.09
35 H -4.37315 -4.52273 -2.00109  0.12
36 H -2.31997 -3.23837 -1.50857  0.12
37 H -1.98975 -5.24760 2.26595  0.12
38 H -4.03104 -6.53152 1.75789  0.12
39 H -2.29577 -1.05699 2.85357  0.14
40 H -2.73248 -1.65303 1.26930  0.13
41 C 1.49001 6.63256 1.55421  -0.11
42 C 1.11628 5.17242 1.75844  -0.30
43 C -0.30999 4.88804 1.31394  -0.29
44 C -0.77506 3.44372 1.53506  -0.27
45 Ge 0.17620 2.10499 0.48716  0.99
46 C -0.25935 1.88666 -1.40513  -0.27
47 C -0.26889 3.21471 -2.17607  -0.27
48 C 1.02962 4.00825 -2.12377  -0.28
49 C 2.18894 3.31789 -2.82349  -0.09
50 H 2.51103 6.83915 1.87380  0.07
51 H 0.83144 7.29527 2.11723  0.08
52 H 1.41066 6.91323 0.50207  0.07
53 H 1.21959 4.90118 2.81411  0.11
54 H 1.83115 4.53998 1.22014  0.08
55 H -0.43536 5.16844 0.26324  0.10
56 H -0.98113 5.55211 1.86592  0.12
57 H -1.83715 3.34784 1.30353  0.08
58 H -0.66250 3.17324 2.58952  0.08
59 H 1.69665 2.10856 0.73884  0.00
60 H -1.24565 1.42785 -1.47444  0.07
61 H 0.45015 1.17921 -1.84648  0.05
62 H -1.09002 3.83070 -1.79881  0.11
63 H -0.51389 3.01294 -3.22294  0.12
64 H 1.30964 4.23021 -1.08426  0.08
65 H 0.85908 4.98493 -2.58300  0.12
66 H 2.40215 2.34369 -2.37934  0.04
67 H 3.10384 3.90664 -2.76683  0.08
68 H 1.97006 3.14511 -3.87836  0.08

Force components x, y, z for each atom (eV/Å):
Ca 1.334 0.269 0.085
C -0.024 -0.002 -0.115
C -0.018 0.035 -0.037
C 0.000 -0.132 0.014
C -0.069 0.035 0.245
C -0.032 -0.120 0.004
C -0.029 0.007 0.045
C -0.080 0.118 0.155
H -0.003 -0.005 0.015
H 0.009 0.005 0.012
H -0.002 -0.004 0.025
H 0.008 0.011 -0.006
H 0.052 -0.005 -0.045
H 0.102 -0.010 -0.052
H 0.075 0.014 -0.060
H 0.000 0.036 -0.064
C -0.054 -0.024 -0.013
C 0.050 0.018 0.029
C 0.025 0.021 -0.012
C -0.050 0.048 -0.147
C 0.051 -0.211 0.213
C -0.040 -0.013 -0.028
C 0.030 0.030 -0.009
S -0.186 -0.021 -0.087
O -0.319 -0.124 -0.114
O -0.178 0.037 0.006
N -0.014 0.095 -0.212
C -0.349 0.057 0.038
C 0.727 0.059 0.127
O -0.146 0.096 -0.091
O -0.757 -0.528 0.002
H -0.001 0.009 -0.007
H -0.005 -0.006 0.001
H 0.000 -0.009 0.005
H -0.009 -0.001 -0.014
H 0.024 0.012 0.019
H 0.032 0.018 0.015
H -0.003 -0.010 0.009
H -0.009 0.005 -0.039
H 0.002 0.011 0.069
C 0.077 0.110 -0.009
C 0.080 0.014 0.065
C -0.096 -0.022 -0.056
C -0.048 0.064 0.012
Ge -0.289 0.388 -0.118
C 0.059 0.021 -0.085
C -0.164 -0.007 0.046
C 0.063 0.155 0.047
C 0.100 -0.073 -0.032
H 0.013 -0.028 0.005
H -0.038 -0.033 0.020
H -0.003 -0.018 -0.019
H -0.001 0.025 0.007
H -0.048 -0.016 -0.049
H 0.047 -0.017 -0.016
H -0.006 -0.028 0.027
H 0.073 -0.076 -0.052
H 0.040 -0.032 -0.024
H -0.002 -0.109 0.049
H 0.012 -0.049 0.109
H 0.001 0.024 0.034
H 0.030 0.010 0.029
H 0.007 -0.034 0.007
H -0.044 -0.059 -0.001
H 0.013 -0.021 -0.023
H 0.027 -0.054 0.052
H -0.004 0.024 0.006
H -0.042 0.028 -0.014